# 1
{"formula": "C7H14", "method": "wB97M-V/def2-TZVPD", "elements": ["C", "C", "C", "C", "C", "C", "C", "H", "H", "H", "H", "H", "H", "H", "H", "H", "H", "H", "H", "H", "H"], "xyz": [[0.039664, -3.045643, 0.675496], [-0.506353, -1.518286, 0.455174], [0.148384, -0.780584, -0.737303], [0.345165, 0.484151, -0.009416], [1.410136, 0.786435, 0.708928], [-0.856929, 1.440254, -0.228409], [-0.404387, 2.722436, -0.920431], [0.980649, -2.794861, 1.171038], [-0.017477, -3.559768, -0.229314], [-0.457569, -3.548975, 1.488053], [-1.532490, -1.485006, 0.099342], [-0.374008, -0.936527, 1.459429], [1.056943, -1.247003, -1.128024], [-0.518132, -0.595278, -1.627238], [2.228645, 0.148687, 0.895842], [1.436654, 1.754863, 1.119188], [-1.309988, 1.745655, 0.849142], [-1.869499, 0.928846, -0.530621], [0.138817, 2.509796, -1.821039], [-1.165504, 3.429516, -1.145549], [0.348874, 3.117483, -0.264474]], "forces_ev_per_a": [[-0.6, 4.0, 1.9], [-0.6, -2.3, 0.6], [0.3, -0.2, 0.2], [-0.5, 1.6, -1.9], [-0.8, 0.6, -0.5], [-2.4, 0.0, 3.4], [0.4, -1.2, 0.2], [0.7, -0.8, -1.0], [0.6, -1.0, -1.3], [-0.8, -0.2, 0.0], [-0.6, -0.4, 1.0], [-0.5, -1.2, -2.0], [0.1, 0.0, 0.4], [0.4, -0.5, 1.0], [0.8, -0.7, -0.1], [0.2, 1.0, 0.9], [1.4, -0.3, -2.0], [2.3, 0.6, -0.5], [0.1, -0.3, -0.7], [-0.7, 0.6, 0.1], [0.2, 0.7, 0.3]], "e_above_lowest_kcal_mol": 62.2, "largest_force_ha_per_bohr": 0.0878, "smiles": "C=C(CC)CCC"}

# 2
{"formula": "C52H78CaF3O38", "method": "wB97M-V/def2-TZVPD", "elements": ["Ca", "C", "O", "O", "C", "F", "F", "F", "C", "C", "H", "H", "H", "H", "H", "H", "C", "C", "C", "O", "C", "O", "O", "H", "H", "H", "H", "H", "H", "C", "C", "C", "O", "C", "O", "O", "H", "H", "H", "H", "H", "H", "C", "C", "C", "O", "C", "O", "O", "H", "H", "H", "H", "H", "H", "C", "C", "C", "O", "C", "O", "O", "H", "H", "H", "H", "H", "H", "C", "C", "C", "O", "C", "O", "O", "H", "H", "H", "H", "H", "H", "C", "C", "C", "O", "C", "O", "O", "H", "H", "H", "H", "H", "H", "C", "C", "C", "O", "C", "O", "O", "H", "H", "H", "H", "H", "H", "C", "C", "C", "O", "C", "O", "O", "H", "H", "H", "H", "H", "H", "C", "C", "C", "O", "C", "O", "O", "H", "H", "H", "H", "H", "H", "C", "C", "C", "O", "C", "O", "O", "H", "H", "H", "H", "H", "H", "C", "C", "C", "O", "C", "O", "O", "H", "H", "H", "H", "H", "H", "C", "C", "C", "O", "C", "O", "O", "H", "H", "H", "H", "H", "H"], "xyz": [[19.881490, 2.412210, 7.755430], [14.612430, 1.967290, 6.674890], [15.411090, 0.877270, 6.211890], [15.641860, 2.807860, 7.097510], [13.556330, 2.506950, 5.616030], [13.932910, 2.337120, 4.364900], [12.380220, 1.873430, 5.828880], [13.328380, 3.840170, 5.824520], [14.721040, -0.316560, 5.890800], [15.682230, -1.282940, 5.318870], [16.240570, -1.020550, 4.420260], [16.323440, -1.576670, 6.149930], [15.165040, -2.201470, 5.041510], [13.942540, -0.209490, 5.135440], [14.175630, -0.728820, 6.739720], [14.114410, 1.612350, 7.577160], [14.135780, 4.585260, 15.137380], [13.803270, 4.609100, 16.659170], [14.376550, 5.879700, 17.320100], [13.174350, 6.486210, 17.801020], [12.055250, 5.788190, 17.487470], [10.940450, 6.082090, 17.783900], [12.437020, 4.723250, 16.717070], [13.577000, 5.315990, 14.552660], [13.657220, 3.681040, 14.761260], [15.204990, 4.557170, 14.927390], [14.110440, 3.662150, 17.103040], [15.011710, 6.571640, 16.767020], [14.933850, 5.580850, 18.207910], [12.244590, -9.328000, 4.817560], [12.197030, -10.547430, 3.903220], [12.099720, -10.149270, 2.395790], [13.133330, -10.817200, 1.716440], [13.965890, -11.238540, 2.610820], [15.023940, -11.791600, 2.393570], [13.525610, -11.029270, 3.828940], [13.007170, -8.594690, 4.555230], [12.460720, -9.500510, 5.871900], [11.316150, -8.757490, 4.842520], [11.544030, -11.353630, 4.237460], [12.259060, -9.082530, 2.238370], [11.061150, -10.237140, 2.076800], [11.331570, -1.162040, -0.042900], [12.339310, -1.887050, -0.928280], [13.576480, -1.220600, -1.215690], [14.406260, -2.361050, -1.472910], [13.933450, -3.335770, -0.682700], [14.539610, -4.378630, -0.477840], [12.717570, -2.961430, -0.132700], [11.745750, -0.518380, 0.733150], [10.624720, -1.899050, 0.338270], [10.736130, -0.395170, -0.538330], [11.858550, -2.276230, -1.825780], [14.006250, -0.539800, -0.480920], [13.402190, -0.669900, -2.140050], [24.053040, -0.729460, -0.314890], [23.393290, -2.107650, -0.005280], [21.897630, -2.088530, 0.204350], [21.353320, -3.050990, -0.635130], [22.316560, -3.484010, -1.523300], [22.084050, -4.235580, -2.505620], [23.427690, -2.811800, -1.223850], [25.118710, -0.858740, -0.125860], [23.702990, 0.039200, 0.374120], [23.988390, -0.463340, -1.369920], [23.860770, -2.541110, 0.878840], [21.371530, -1.147760, 0.042270], [21.634640, -2.273850, 1.245780], [17.674050, 8.251070, -0.207910], [17.236190, 6.760760, 0.140330], [17.822010, 5.747580, -0.813510], [18.162220, 4.671640, 0.039320], [18.422890, 5.146780, 1.274770], [18.789490, 4.451850, 2.254750], [17.944830, 6.443250, 1.336780], [18.758870, 8.344690, -0.257890], [17.369660, 9.035850, 0.484580], [17.389450, 8.483300, -1.234160], [16.172690, 6.563300, 0.274810], [18.732650, 6.061960, -1.323430], [17.023760, 5.449330, -1.493170], [9.916050, 8.701060, 1.238880], [11.235180, 9.418580, 0.983400], [11.604290, 9.647700, -0.479910], [12.165600, 10.898420, -0.551530], [11.784270, 11.564640, 0.583260], [12.075540, 12.681450, 0.862100], [11.132010, 10.756050, 1.480850], [9.056270, 8.851120, 0.585910], [9.452480, 9.043990, 2.163870], [10.043010, 7.620030, 1.296750], [12.070150, 8.981920, 1.531350], [10.669570, 9.641300, -1.040580], [12.297760, 8.905140, -0.874620], [4.556720, 4.168000, 4.960310], [3.139000, 4.349600, 5.456180], [2.489560, 5.374810, 4.548620], [1.299400, 4.813650, 4.062460], [1.118290, 3.649720, 4.691140], [0.165740, 2.870340, 4.598680], [2.216380, 3.261090, 5.336680], [4.635240, 4.328200, 3.885010], [5.001400, 3.202470, 5.201380], [5.205430, 4.928090, 5.395670], [3.157550, 4.710550, 6.484520], [3.085070, 5.736020, 3.710170], [2.239050, 6.275330, 5.109350], [15.997890, 11.057200, 6.537210], [15.316550, 11.082940, 7.947580], [16.086350, 10.346380, 9.036940], [16.054760, 11.272140, 10.074200], [15.815020, 12.534610, 9.611530], [15.916950, 13.494600, 10.318640], [15.323710, 12.480850, 8.394870], [15.812740, 10.165580, 5.938200], [17.082350, 11.084310, 6.643520], [15.665120, 11.863000, 5.882950], [14.267160, 10.788330, 7.939750], [17.070400, 10.091650, 8.643430], [15.569860, 9.430460, 9.324060], [20.227200, -8.545830, 4.793800], [21.228120, -7.514060, 5.287790], [21.842550, -7.838970, 6.575020], [23.209740, -7.693730, 6.323310], [23.417590, -7.293700, 5.090750], [24.493440, -7.009600, 4.541420], [22.262380, -7.468970, 4.385810], [19.833940, -8.247730, 3.821900], [19.386970, -8.464040, 5.483310], [20.511810, -9.598020, 4.793610], [20.760600, -6.531660, 5.354330], [21.599270, -8.847120, 6.910500], [21.489940, -7.145490, 7.338470], [15.762490, -6.156330, 11.451820], [16.618000, -5.129640, 12.282260], [18.093740, -5.439370, 12.369520], [18.727480, -4.218580, 11.960700], [17.809450, -3.401670, 11.468990], [18.059340, -2.255540, 11.084220], [16.599990, -3.955870, 11.552660], [14.748910, -5.800500, 11.267070], [15.746620, -7.168230, 11.856660], [16.104150, -6.335610, 10.432390], [16.109120, -4.988750, 13.235830], [18.366180, -6.305720, 11.766770], [18.389740, -5.732640, 13.376740], [7.399850, -2.444860, 6.671320], [6.067440, -2.340210, 7.317550], [4.776450, -2.706070, 6.482260], [4.003860, -3.428400, 7.379690], [4.776430, -3.789930, 8.458140], [4.428980, -4.520050, 9.421250], [5.953540, -3.334880, 8.300740], [8.130640, -2.325430, 7.471180], [7.560830, -1.665450, 5.926530], [7.519320, -3.445410, 6.255730], [5.883980, -1.379370, 7.798420], [5.057690, -3.099830, 5.505550], [4.314210, -1.743350, 6.264040], [9.394100, 7.032040, 10.598880], [8.542010, 6.369800, 11.724100], [7.100340, 6.843780, 11.770820], [6.364820, 5.686160, 11.763760], [7.170150, 4.581130, 11.761170], [6.758140, 3.406100, 11.726870], [8.432930, 4.958840, 11.530560], [9.449040, 8.109760, 10.752520], [8.892980, 6.801330, 9.658800], [10.428570, 6.697670, 10.520320], [8.927620, 6.485750, 12.736990], [6.861100, 7.572350, 10.996190], [6.931000, 7.367520, 12.711620]], "forces_ev_per_a": [[-1.2, -0.1, -0.3], [3.3, 0.3, 0.7], [-1.0, -0.5, -0.9], [-1.3, 0.5, -0.3], [0.6, 0.7, 1.8], [0.0, 0.0, -0.4], [0.3, 0.1, -0.4], [0.2, -1.0, -0.3], [-1.1, 0.3, -0.9], [0.6, -1.6, 0.6], [0.0, 0.6, 0.3], [0.7, -0.1, -0.3], [-0.2, -0.1, 0.1], [-0.2, 0.8, -0.2], [0.3, -0.1, 0.4], [-0.9, 0.1, 0.1], [-0.7, -1.2, 0.4], [2.1, 0.6, -2.9], [-0.7, -1.2, 1.7], [-0.3, 0.9, 0.3], [0.4, 0.1, -0.4], [0.8, -0.3, -0.2], [-2.3, 0.3, 1.1], [0.4, 0.7, 0.4], [0.4, -0.4, -0.1], [-0.1, 0.1, 0.0], [0.2, 0.2, 0.3], [-0.5, -0.1, -0.5], [0.2, 0.1, 0.0], [-0.5, 0.7, 0.7], [1.4, 1.5, -1.1], [-2.1, 1.8, 0.9], [-2.0, 0.2, -1.6], [3.6, -2.3, 0.3], [-1.2, 0.9, 0.0], [0.6, -0.7, 2.4], [0.1, -0.3, -0.6], [-0.1, -0.8, 0.0], [-0.3, -0.2, -0.3], [-0.1, 0.2, -0.1], [0.3, 0.2, 0.4], [0.3, -1.1, -0.9], [-0.8, 1.1, -0.6], [-3.7, 1.0, 2.1], [1.1, 1.3, -2.2], [0.3, 0.5, 0.2], [1.5, -3.1, 1.2], [-1.8, 2.4, -0.3], [2.3, -2.2, -0.3], [0.6, -0.8, 0.4], [0.2, 0.1, 0.2], [-0.2, -0.3, -0.8], [0.0, 0.1, -0.2], [0.0, -0.4, 0.3], [0.6, 0.1, -0.1], [0.5, -1.1, 0.7], [-0.8, 2.3, -0.7], [-1.1, 1.2, 1.7], [0.0, -1.6, -1.0], [-2.3, -1.6, -3.0], [1.4, 3.1, 4.4], [2.0, -1.8, -1.1], [0.1, 0.1, 0.0], [-0.2, 0.1, -0.2], [-0.6, 0.1, 0.2], [0.4, -0.7, -0.6], [0.4, 0.4, -0.6], [0.1, -0.6, 0.1], [-0.3, -1.1, -0.5], [1.9, 2.2, -0.2], [-0.6, 0.2, -0.5], [0.8, -0.8, 0.7], [-1.2, -1.6, 3.0], [-0.7, 2.9, -3.8], [0.9, -1.5, 1.3], [0.1, -0.6, 0.3], [-0.5, -0.3, 0.0], [-0.5, 0.2, 0.1], [0.0, 0.4, 0.2], [-0.2, 0.2, -0.2], [0.5, -0.3, -0.3], [-0.5, -0.5, 0.5], [-0.6, 0.0, 0.2], [-1.1, -2.0, -0.3], [0.2, 1.7, 1.1], [0.7, 0.7, 1.3], [-0.2, 0.0, -0.7], [0.4, 0.3, -1.5], [0.6, 0.4, -0.9], [0.6, -0.1, 0.5], [0.1, 0.0, 0.1], [-0.1, -0.4, 0.1], [0.0, -0.1, -0.4], [-0.1, 0.0, 0.0], [0.6, -0.8, -0.1], [0.2, 0.7, -0.6], [-0.1, 2.2, 0.2], [-0.8, -0.3, 0.2], [-2.7, -3.7, -1.1], [2.1, 2.8, 0.1], [1.4, 0.0, 0.8], [-0.1, -0.3, -0.1], [-0.1, 0.0, 0.1], [-0.1, 0.1, 0.2], [-0.2, -0.3, 0.1], [0.1, -0.5, -0.1], [-0.2, 0.1, 0.1], [-0.4, -0.3, 0.4], [0.2, 0.7, -1.9], [-0.9, -0.2, -1.2], [1.0, 0.1, 1.1], [-0.4, 0.5, 2.1], [0.1, -0.5, -0.8], [0.2, -0.7, -1.1], [-0.3, -0.4, 0.4], [0.0, 0.4, 0.1], [0.0, 0.2, 0.4], [0.0, 0.0, -0.3], [0.4, 0.2, 0.5], [0.1, 0.1, 0.2], [-1.2, 0.8, 0.5], [-2.6, -0.8, -1.3], [-0.5, -0.5, 1.7], [1.5, 0.5, 1.7], [3.1, -0.3, -3.9], [-3.3, -0.5, 2.3], [2.0, 1.1, -0.8], [0.2, -0.2, -0.1], [-0.3, -0.2, 0.0], [0.6, 0.3, -0.1], [-0.2, 0.1, -0.3], [0.4, -0.1, 0.0], [0.4, 0.0, 0.2], [0.4, -0.1, -0.1], [-1.6, -2.5, -1.0], [0.2, -0.9, 0.8], [0.6, -1.0, 0.2], [0.5, 3.2, -0.3], [-0.8, -2.8, 0.5], [-0.4, 2.3, -1.0], [-0.1, 0.1, 0.6], [-0.2, 0.2, 0.6], [0.8, 0.5, 0.0], [0.3, 0.2, 0.1], [0.2, 0.4, -0.6], [0.2, 0.5, 0.1], [0.4, 0.0, 0.2], [-2.0, -0.1, -0.9], [1.8, 2.8, -0.3], [-0.6, -1.1, 0.7], [-3.4, -3.7, 3.0], [0.8, 2.9, -3.9], [3.4, 0.4, 1.4], [0.2, 0.0, -0.2], [0.0, -0.1, 0.0], [0.1, 0.1, -0.2], [0.3, 0.1, 0.1], [-0.4, -1.1, 0.2], [-0.5, -0.2, 0.0], [-0.5, -0.5, 0.7], [1.3, 0.7, -0.2], [0.9, 1.7, 0.7], [-1.1, -2.0, 0.2], [-1.9, -3.4, -1.9], [1.4, 4.2, 0.6], [0.1, -0.3, 0.2], [-0.3, 0.0, 0.0], [0.0, 0.2, -0.1], [-0.1, -0.3, 0.3], [0.6, 0.2, -0.2], [-0.3, -0.5, -0.5], [-0.1, 0.1, 0.1]], "charge": 1, "e_above_lowest_kcal_mol": 466.8, "largest_force_ha_per_bohr": 0.1140}

# 3
{"formula": "C9H12O", "method": "wB97M-V/def2-TZVPD", "elements": ["C", "C", "C", "C", "C", "C", "C", "C", "C", "O", "H", "H", "H", "H", "H", "H", "H", "H", "H", "H", "H", "H"], "xyz": [[-1.539665, 2.672621, -0.588986], [-1.536198, 1.794084, 0.203664], [-0.838808, -1.339308, -0.415081], [0.345381, -1.370074, 0.622809], [-1.973019, -0.693638, 0.333831], [0.865154, 0.071371, 0.899660], [-1.518044, 0.584128, 0.926139], [2.126857, 0.472267, 0.167309], [2.057112, 0.355361, -1.299663], [3.137102, 0.787896, 0.773472], [-1.423562, 3.398829, -1.284225], [-0.492406, -0.867341, -1.335522], [-0.978595, -2.444676, -0.579889], [-0.098286, -1.705335, 1.552078], [1.213685, -1.999270, 0.411296], [-2.767028, -0.395666, -0.335287], [-2.384458, -1.334840, 1.054299], [-1.430565, 0.702261, 1.945320], [0.948409, 0.403729, 2.017283], [2.817321, -0.493788, -1.614874], [2.395667, 1.222956, -1.748293], [1.073954, 0.178427, -1.705340]], "forces_ev_per_a": [[-0.1, 0.3, -0.1], [-0.2, -2.3, 0.9], [2.1, -2.6, 0.9], [0.1, 2.0, 0.1], [0.0, 1.5, -1.5], [-0.3, -0.3, 2.7], [1.7, 0.9, -1.2], [-1.1, 0.1, 1.1], [1.5, -3.0, -0.8], [-0.7, -0.1, -0.4], [0.1, 1.8, -1.5], [-0.6, 0.1, 0.1], [-0.5, 1.1, -0.4], [0.1, -0.3, 0.3], [-0.3, -0.2, -0.5], [-0.4, -0.3, -0.5], [-0.4, -1.0, 1.1], [0.0, 0.0, 2.2], [-0.1, -0.8, -2.1], [-1.6, 1.6, 0.4], [1.0, 1.9, -0.8], [-0.2, -0.3, 0.1]], "e_above_lowest_kcal_mol": 123.6, "largest_force_ha_per_bohr": 0.0675}